DFT (ωB97M-V/def2-TZVPD) results for a 2-piece molecular cluster, C5H11NO overall at a distorted geometry.

Computed properties:
Highest occupied orbital energy = -7.4 eV
ΔE to the lowest compared entry with this formula, charge and spin = 370.3 kJ/mol
Multiplicity = 1
LUMO = 0.8 eV
DFT total energy = -326.990306 Eh
SMILES string = C=C(N)/C=C/C.O

Structure (XYZ):
```
18
Properties=species:S:1:pos:R:3:mulliken_charge:R:1
C -2.59189 -0.07032 -1.45721 -0.874
C -1.72295 0.07736 -0.36420 0.438
N -1.75584 1.09751 0.69652 -0.421
C -0.58920 -0.89069 -0.38102 -0.192
C 0.23944 -1.10426 0.73969 -0.119
C 1.27585 -2.12161 0.85276 -1.072
H -3.60188 -0.04114 -1.14537 0.230
H -2.39482 -0.31428 -2.50138 0.296
H -1.11350 1.01460 1.44643 0.236
H -2.71889 1.23320 0.81689 0.256
H -0.60398 -1.45627 -1.30449 0.271
H 0.11326 -0.35317 1.51306 0.110
H 1.43595 -2.67566 -0.14097 0.280
H 2.21384 -1.81167 1.37205 0.309
H 0.84824 -2.82270 1.62596 0.253
O 3.86794 2.29528 -0.26823 -0.660
H 4.37152 3.05069 0.09786 0.322
H 3.13018 2.78863 -0.85004 0.337
```

***

DFT (ωB97M-V/def2-TZVPD) results for an isolated molecule of C3H5NS2 at a distorted geometry.

Computed properties:
Highest occupied orbital energy = -8.7 eV
ΔE to the lowest compared entry with this formula, charge and spin = 103.4 kJ/mol
Multiplicity = 1
LUMO = 0.7 eV
DFT total energy = -968.405696 Eh
SMILES string = S[C@@H]1C=NSC1

Structure (XYZ):
```
11
Properties=species:S:1:pos:R:3:mulliken_charge:R:1
S 0.44334 -1.17680 -1.73681 -0.204
C 0.02652 -0.49237 -0.09398 -0.056
C -1.47464 -0.30114 0.21041 -0.198
N -1.80166 0.72433 0.84678 -0.427
S -0.48754 1.63153 1.34328 -0.042
C 0.75226 0.85603 0.28148 -0.540
H 1.73598 -1.09473 -1.52603 0.124
H 0.37860 -1.27762 0.58941 0.293
H -2.22934 -0.96229 -0.22882 0.374
H 1.01191 1.45740 -0.59021 0.348
H 1.64457 0.63566 0.90449 0.328
```

***

DFT (ωB97M-V/def2-TZVPD) results for C13H11CrO5P as an isolated structure at a distorted geometry.

Computed properties:
Highest occupied orbital energy (spin up / spin down) = -16.5 / -16.0 eV
Total charge = +2
Multiplicity = 5
LUMO (spin up / spin down) = -7.6 / -11.7 eV
DFT total energy = -2263.215112 Eh

Structure (XYZ):
```
31
Properties=species:S:1:pos:R:3:mulliken_charge:R:1
O -0.10739 4.67413 -2.78952 -0.160
C -0.02396 3.62325 -2.34836 0.151
Cr -0.23517 -0.71888 -2.25505 -0.285
O -0.17300 0.02847 -5.31389 -0.242
C -0.21484 -0.12895 -4.11165 0.469
C -0.24829 -2.57609 -2.30916 0.349
O -0.27174 -3.73501 -2.18003 -0.191
C -2.02873 -0.08148 -2.55005 0.378
O -3.20433 0.24586 -2.67435 -0.278
C 1.59071 -0.18595 -2.25332 0.398
O 2.77848 0.18938 -2.12454 -0.313
C -1.91632 -1.06360 0.39749 -1.244
P -0.70640 0.18993 -0.10696 1.245
C -1.52839 1.75723 0.37024 -1.182
C 0.54338 -0.06322 1.33337 0.942
C 0.24114 0.25683 2.64239 -0.346
C 1.18773 0.00020 3.66914 -0.662
C 2.42828 -0.67599 3.32334 -0.366
C 2.67901 -0.97703 1.97538 -0.888
C 1.73510 -0.69601 0.97986 -0.188
H -2.83074 -0.99445 -0.23799 0.413
H -2.16445 -0.98010 1.48389 0.450
H -1.46451 -2.07032 0.27122 0.381
H -1.98085 1.69441 1.38838 0.407
H -0.80728 2.59153 0.32869 0.375
H -2.32519 1.99221 -0.35913 0.426
H -0.70761 0.68792 2.94390 0.324
H 1.03444 0.28725 4.68146 0.477
H 3.15614 -0.90878 4.13499 0.419
H 3.62699 -1.40622 1.71323 0.454
H 1.93779 -0.95652 -0.02296 0.285
```

***

DFT (ωB97M-V/def2-TZVPD) results for a 4-piece molecular cluster, H8O4 overall at a distorted geometry.

Computed properties:
Highest occupied orbital energy = -11.8 eV
ΔE to the lowest compared entry with this formula, charge and spin = 165.6 kJ/mol
Multiplicity = 1
LUMO = -0.4 eV
DFT total energy = -305.716135 Eh
SMILES string = O.O.O.O

Structure (XYZ):
```
12
Properties=species:S:1:pos:R:3:mulliken_charge:R:1
O -0.55127 1.38546 -0.50112 -0.577
H -0.03590 0.71528 -0.96960 0.218
H -0.00636 1.26998 0.34504 0.345
O -0.58347 -0.22279 -3.67536 -0.614
H -1.35801 -0.19428 -3.16768 0.324
H 0.11720 0.12277 -3.09168 0.308
O -2.02602 -0.13007 3.83181 -0.619
H -1.24909 0.37257 3.81181 0.302
H -2.33220 -0.20708 2.93247 0.318
O 2.85669 -1.07952 0.53313 -0.632
H 3.21412 -1.21041 -0.44230 0.341
H 1.95433 -0.82190 0.39348 0.286
```

***

DFT (ωB97M-V/def2-TZVPD) results for C2HBr4F as an isolated structure at a distorted geometry.

Computed properties:
Highest occupied orbital energy = -10.4 eV
ΔE to the lowest compared entry with this formula, charge and spin = 156.1 kJ/mol
Multiplicity = 1
LUMO = -0.1 eV
DFT total energy = -10472.633023 Eh

Structure (XYZ):
```
8
Properties=species:S:1:pos:R:3:mulliken_charge:R:1
C 0.49854 0.38938 0.43308 -0.187
C -0.43841 -0.29888 -0.43489 -0.071
F 0.31222 1.67260 0.18210 -0.176
Br 2.28978 -0.03840 0.68125 0.010
Br 0.07627 0.09861 -2.29375 0.012
Br -0.06621 -2.18878 -0.11147 0.020
Br -2.25613 0.17609 -0.13115 0.105
H -0.41606 0.18938 1.67483 0.286
```

***

DFT (ωB97M-V/def2-TZVPD) results for a 6-piece molecular cluster, C13H25ClN7O13PS overall at a distorted geometry.

Computed properties:
Highest occupied orbital energy = -8.8 eV
Multiplicity = 1
LUMO = -0.8 eV
DFT total energy = -3070.993239 Eh
SMILES string = CNCC1=C(S)C(=O)C(P(N)O)=C(Cl)C1=O.C[N+](=O)[O-].C[N+](=O)[O-].C[N+](=O)[O-].C[N+](=O)[O-].C[N+](=O)[O-]

Structure (XYZ):
```
61
Properties=species:S:1:pos:R:3:mulliken_charge:R:1
C -2.50839 2.44900 -0.90516 -0.805
N -3.27252 1.21367 -1.04068 -0.250
C -2.40216 0.01790 -0.92482 -1.007
C -1.48030 0.05620 -2.14693 -0.402
C -0.15401 0.07018 -2.07440 1.286
S 0.72929 -0.01003 -0.53011 -0.168
C 0.57640 0.16307 -3.42400 -0.078
O 1.56043 -0.43225 -3.67697 -0.490
C -0.09817 1.11179 -4.43243 0.476
P 0.95902 2.24764 -5.48205 0.071
N 0.70004 3.77066 -4.69358 -0.556
O 0.30838 2.39915 -7.01961 -0.467
C -1.42331 1.10086 -4.49042 0.295
Cl -2.38623 2.13185 -5.53187 -0.187
C -2.12450 0.12116 -3.52660 0.066
O -3.05112 -0.54222 -3.83573 -0.533
H -1.80058 2.44966 -0.04799 0.265
H -3.19261 3.30812 -0.77443 0.360
H -1.91430 2.69121 -1.80815 0.200
H -4.00399 1.17584 -0.33637 0.266
H -1.83238 0.14659 0.01884 0.458
H -3.01662 -0.89376 -0.88275 0.307
H 2.00905 -0.34801 -0.87460 0.109
H -0.25497 4.10774 -4.81555 0.255
H 1.36974 4.46058 -5.01712 0.277
H -0.24500 3.19730 -7.00636 0.299
C 6.23230 -0.35876 -0.28849 -0.822
N 4.85458 -0.76942 0.09279 0.974
O 4.61401 -0.89512 1.27406 -0.492
O 4.06689 -0.95076 -0.81866 -0.603
H 6.81941 -0.23500 0.61512 0.308
H 6.64582 -1.14410 -0.91556 0.304
H 6.15470 0.57854 -0.83308 0.315
C -6.04735 0.76002 -2.98232 -0.665
N -7.02540 0.81858 -1.86266 0.925
O -6.90459 0.00441 -0.96640 -0.533
O -7.87938 1.68067 -1.92205 -0.561
H -5.35100 -0.04974 -2.79572 0.242
H -6.60694 0.58590 -3.89791 0.344
H -5.52868 1.71407 -3.01360 0.235
C 2.54392 -0.04458 3.70859 -0.681
N 1.43297 0.84796 3.28176 0.919
O 1.67330 2.03193 3.15302 -0.558
O 0.34987 0.32435 3.08851 -0.518
H 3.43850 0.55422 3.84228 0.320
H 2.24813 -0.51249 4.64287 0.259
H 2.68660 -0.78032 2.92934 0.283
C -1.71979 -1.60941 5.30669 -0.669
N -0.46952 -2.10216 5.94521 0.837
O -0.44855 -2.18934 7.15590 -0.542
O 0.44916 -2.38227 5.19904 -0.452
H -2.44657 -1.39940 6.08416 0.307
H -1.46929 -0.70730 4.75288 0.251
H -2.07711 -2.39114 4.64177 0.274
C 3.52395 -4.29385 4.72788 -0.718
N 4.18772 -3.47244 3.67828 0.839
O 3.94531 -2.28013 3.66265 -0.480
O 4.92551 -4.05297 2.90926 -0.544
H 2.89929 -3.64549 5.33436 0.263
H 2.92458 -5.04646 4.22281 0.298
H 4.30645 -4.75194 5.32707 0.289
```

***

DFT (ωB97M-V/def2-TZVPD) results for an isolated molecule of C21H22O7 at a distorted geometry.

Computed properties:
Highest occupied orbital energy = -8.0 eV
ΔE to the lowest compared entry with this formula, charge and spin = 386.6 kJ/mol
Multiplicity = 1
LUMO = -0.5 eV
DFT total energy = -1339.979631 Eh
SMILES string = C/C=C/C1=CC2=CC(=O)[C@@](C)(OC(=O)c3c(C)cc(O)cc3O)[C@@H](O)[C@@H]2CO1

Structure (XYZ):
```
50
Properties=species:S:1:pos:R:3:mulliken_charge:R:1
C 5.92968 3.73542 -3.62724 -1.096
C 4.89181 3.49134 -2.50088 -0.087
C 3.42535 3.46393 -2.75943 -0.769
C 2.39125 3.20950 -1.59504 0.588
C 1.08427 2.77016 -1.83966 -1.106
C 0.18668 2.40943 -0.77187 1.012
C -1.12000 2.04976 -1.05962 -1.143
C -2.02022 1.68886 0.03318 -0.136
O -3.19536 1.45653 -0.29902 -0.665
C -1.48004 1.41634 1.45381 1.539
C -2.56100 1.71739 2.55825 -1.763
O -1.01408 0.00439 1.23775 -0.120
C -0.48760 -0.66872 2.32149 0.976
O 0.11868 -0.17309 3.24484 -0.878
C -0.49447 -2.20565 2.18092 -0.402
C -1.10756 -3.00311 1.22663 0.818
C -2.31059 -2.53441 0.46003 -1.449
C -0.92851 -4.35848 1.22875 -0.980
C -0.02925 -4.96236 2.08564 0.966
O 0.26850 -6.23744 1.85134 -0.517
C 0.72338 -4.22924 2.93165 -0.984
C 0.47272 -2.84386 2.95359 0.525
O 1.43977 -2.16019 3.62828 -0.655
C -0.33122 2.52478 1.68432 -1.184
O 0.41714 2.60759 3.01470 -0.646
C 0.79488 2.41055 0.60105 1.218
C 1.89506 3.56029 0.68428 -1.087
O 2.86840 3.38069 -0.36272 -0.412
H 6.94768 3.52705 -3.35626 0.353
H 5.95202 4.75869 -3.93508 0.291
H 5.70316 3.01695 -4.45583 0.267
H 5.28544 3.38639 -1.50140 0.388
H 3.01790 3.40621 -3.74965 0.345
H 0.74596 2.44457 -2.83837 0.285
H -1.52434 1.92532 -2.01093 0.513
H -3.47635 1.05737 2.45633 0.354
H -2.10525 1.59136 3.53742 0.467
H -2.98434 2.78900 2.47438 0.377
H -2.06443 -1.69375 -0.15269 0.232
H -2.98958 -3.24924 0.03997 0.428
H -2.96682 -2.23257 1.27792 0.348
H -1.41879 -4.95405 0.46646 0.410
H 0.87882 -6.57084 2.50127 0.290
H 1.56128 -4.52172 3.48849 0.464
H 1.11420 -1.27742 3.73926 0.413
H -0.78059 3.45818 1.76123 0.848
H 0.59614 1.66195 3.24670 0.473
H 1.40912 1.39682 0.71025 0.025
H 1.41056 4.49670 0.56730 0.412
H 2.31938 3.52150 1.62707 0.451
```

***

DFT (ωB97M-V/def2-TZVPD) results for a 2-piece molecular cluster, C3H7NOS overall at a distorted geometry.

Computed properties:
Highest occupied orbital energy (spin up / spin down) = -6.9 / -7.9 eV
ΔE to the lowest compared entry with this formula, charge and spin = 638.4 kJ/mol
Multiplicity = 1
LUMO (spin up / spin down) = 0.1 / 0.4 eV
DFT total energy = -646.468812 Eh

Structure (XYZ):
```
13
Properties=species:S:1:pos:R:3:mulliken_charge:R:1
C -1.26521 -0.39452 0.13543 0.012
C -0.80838 -1.68238 -0.32664 -0.463
C 1.05745 1.15737 -0.72435 -0.712
N 0.34903 1.19924 0.57196 -0.132
O 1.10369 0.55556 1.61308 -0.409
S -2.43971 0.63670 0.37120 -0.224
H -1.66771 -2.29535 -0.85360 0.261
H -0.31806 -2.14209 0.49314 0.261
H -0.01597 -1.44916 -1.00969 0.229
H 0.28631 0.63729 -1.37733 0.179
H 1.01235 2.25777 -0.88832 0.317
H 1.99407 0.71542 -0.48262 0.353
H 0.71215 0.80414 2.47773 0.329
```